Entry 1:
Molecular formula: C21H28Br4Cl2FN3O
Method: DFT, wB97M-V/def2-TZVPD

Summary:
- E_tot (eV) = -336682.350
- 2S+1 = 1
- gap between HOMO and LUMO (eV) = 8.5621
- structure (SMILES) = C/C(Cl)=C(/Cl)c1nc2cc(C)c(CCN)c(C[C@H](C)F)c2nc1O.BrCCBr.BrCCBr
- HOMO (Eh) = -0.323
- strongest force on any atom (eV Å⁻¹) = 0.4

Positions of all 60 atoms, in Å:
1 C 2.354 3.025 2.125
2 C 3.060 2.729 0.833
3 Cl 4.728 3.168 0.771
4 C 2.471 2.140 -0.204
5 Cl 3.293 1.775 -1.672
6 C 1.031 1.773 -0.170
7 N 0.155 2.656 -0.554
8 C -1.162 2.306 -0.503
9 C -2.139 3.235 -0.896
10 C -3.465 2.935 -0.819
11 C -4.470 3.967 -1.252
12 C -3.877 1.651 -0.338
13 C -5.351 1.360 -0.182
14 C -5.795 1.469 1.285
15 N -5.596 2.823 1.803
16 C -2.940 0.701 0.000
17 C -3.299 -0.694 0.443
18 C -2.931 -1.751 -0.592
19 C -3.846 -1.796 -1.809
20 F -2.988 -2.996 0.065
21 C -1.561 1.031 -0.059
22 N -0.626 0.119 0.338
23 C 0.615 0.477 0.281
24 O 1.587 -0.372 0.699
25 H 2.989 3.613 2.779
26 H 2.130 2.087 2.639
27 H 1.417 3.549 1.947
28 H -1.802 4.205 -1.240
29 H -5.155 4.205 -0.442
30 H -5.038 3.613 -2.115
31 H -3.953 4.872 -1.567
32 H -5.930 2.081 -0.753
33 H -5.573 0.355 -0.536
34 H -5.161 0.807 1.875
35 H -6.837 1.151 1.364
36 H -6.406 3.405 1.642
37 H -5.388 2.820 2.789
38 H -2.779 -0.955 1.364
39 H -4.366 -0.788 0.644
40 H -1.895 -1.624 -0.900
41 H -3.292 -1.740 -2.743
42 H -4.588 -0.998 -1.804
43 H -4.385 -2.743 -1.804
44 H 1.383 -1.267 0.399
45 Br 4.725 -1.245 -0.223
46 C 6.002 -0.834 -1.624
47 C 6.417 -2.053 -2.402
48 Br 7.660 -3.175 -1.409
49 H 6.844 -0.343 -1.146
50 H 5.495 -0.128 -2.278
51 H 6.948 -1.764 -3.306
52 H 5.571 -2.682 -2.661
53 Br 3.662 -4.882 1.391
54 C 5.600 -5.010 1.456
55 C 6.077 -6.432 1.348
56 Br 5.795 -7.431 2.993
57 H 5.910 -4.539 2.383
58 H 5.960 -4.425 0.613
59 H 7.150 -6.455 1.169
60 H 5.565 -6.978 0.563

***

Entry 2:
Molecular formula: C2H2NO3S
Method: DFT, wB97M-V/def2-TZVPD

Summary:
- E_tot (eV) = -20571.806
- 2S+1 = 1
- ΔE to the lowest compared entry with this formula, charge and spin (eV) = 3.809
- gap between HOMO and LUMO (eV) = 6.9369
- HOMO (Eh) = -0.135
- total charge = -1
- strongest force on any atom (eV Å⁻¹) = 5.2

Positions of all 9 atoms, in Å:
1 C -2.092 0.617 -0.507
2 C -0.026 0.303 0.267
3 N 0.433 1.498 0.165
4 O -1.915 1.056 -1.581
5 O 0.868 1.823 -0.968
6 O 0.487 2.418 1.076
7 S -2.953 0.035 0.634
8 H -0.084 -0.275 -0.666
9 H -0.098 -0.227 1.206

***

Entry 3:
Molecular formula: C2H5NO2S2
Method: DFT, wB97M-V/def2-TZVPD

Summary:
- E_tot (eV) = -29404.985
- 2S+1 = 1
- ΔE to the lowest compared entry with this formula, charge and spin (eV) = 5.540
- gap between HOMO and LUMO (alpha / beta) (eV) = 8.7390 / 8.7400
- HOMO (alpha / beta) (Eh) = -0.334 / -0.334
- strongest force on any atom (eV Å⁻¹) = 5.0

Positions of all 12 atoms, in Å:
1 C -0.758 0.390 -0.745
2 C 0.526 -0.834 0.540
3 N -1.123 1.493 0.088
4 O -1.845 1.238 0.967
5 O -0.444 2.469 -0.062
6 S 1.373 -1.846 -0.572
7 S 1.570 0.225 1.452
8 H -0.427 0.756 -1.758
9 H -1.636 -0.405 -0.793
10 H -0.132 -1.350 1.211
11 H 0.289 -2.531 -1.037
12 H 2.608 0.394 0.709

***

Entry 4:
Molecular formula: C6H12O4
Method: DFT, wB97M-V/def2-TZVPD

Summary:
- E_tot (eV) = -14604.592
- 2S+1 = 1
- ΔE to the lowest compared entry with this formula, charge and spin (eV) = 2.620
- gap between HOMO and LUMO (eV) = 11.0137
- structure (SMILES) = C[C@@H]1C(=O)O[C@@H]1[C@@H](C)O.O
- HOMO (Eh) = -0.391
- strongest force on any atom (eV Å⁻¹) = 5.5

Positions of all 22 atoms, in Å:
1 C 0.906 -1.323 1.992
2 C 1.265 -0.427 0.822
3 C 1.579 1.038 1.072
4 O 2.111 1.624 1.974
5 O 0.187 1.435 0.502
6 C 0.112 0.097 -0.061
7 C -1.258 -0.553 -0.095
8 C -2.297 0.384 -0.691
9 O -1.099 -1.712 -0.890
10 H 0.079 -0.905 2.581
11 H 0.588 -2.308 1.630
12 H 1.779 -1.431 2.649
13 H 2.046 -0.878 0.195
14 H 0.497 0.127 -1.091
15 H -1.557 -0.826 0.929
16 H -2.436 1.253 -0.034
17 H -1.983 0.788 -1.664
18 H -3.258 -0.135 -0.807
19 H -1.013 -1.449 -1.824
20 O 1.573 1.886 -2.453
21 H 0.759 2.190 -1.718
22 H 1.419 1.122 -3.017

***

Entry 5:
Molecular formula: C3H9NO3
Method: DFT, wB97M-V/def2-TZVPD

Summary:
- E_tot (eV) = -10889.127
- 2S+1 = 1
- ΔE to the lowest compared entry with this formula, charge and spin (eV) = 1.455
- gap between HOMO and LUMO (eV) = 10.5063
- structure (SMILES) = O=CNCCO.O
- HOMO (Eh) = -0.367
- strongest force on any atom (eV Å⁻¹) = 3.3

Positions of all 16 atoms, in Å:
1 O -0.019 -1.015 -2.002
2 C 0.961 -0.417 -1.519
3 N 1.030 -0.157 -0.230
4 C 0.198 -0.666 0.844
5 C 0.923 -1.178 2.055
6 O 1.745 -0.169 2.604
7 H 1.864 -0.040 -2.056
8 H 1.803 0.424 0.106
9 H -0.415 -1.505 0.462
10 H -0.491 0.151 1.132
11 H 1.559 -2.049 1.803
12 H 0.242 -1.484 2.872
13 H 1.242 0.663 2.734
14 O -3.789 2.587 -3.237
15 H -3.246 1.770 -3.161
16 H -3.607 3.084 -2.407

***

Entry 6:
Molecular formula: C25H48N2O10S
Method: DFT, wB97M-V/def2-TZVPD

Summary:
- E_tot (eV) = -60977.505
- 2S+1 = 1
- gap between HOMO and LUMO (eV) = 8.1688
- structure (SMILES) = CCC[C@]1(CCCN)OS(=O)(=O)O[C@@H]1c1cccnc1.COCCOCCOC.COCCOCCOC
- HOMO (Eh) = -0.324
- strongest force on any atom (eV Å⁻¹) = 6.4

Positions of all 86 atoms, in Å:
1 C 1.387 3.847 6.054
2 C 1.821 4.524 4.622
3 C 0.790 3.963 3.478
4 C 1.156 2.435 2.933
5 C 2.442 1.652 3.661
6 C 2.989 0.375 2.728
7 C 3.078 -0.956 3.698
8 N 2.856 -2.266 2.971
9 O 1.786 2.774 1.613
10 S 0.707 2.445 0.323
11 O 1.041 1.119 -0.406
12 O 0.316 3.583 -0.658
13 O -0.683 2.261 1.342
14 C -0.088 1.472 2.471
15 C -1.391 1.272 3.444
16 C -2.689 2.317 3.472
17 C -3.942 1.916 4.492
18 C -3.769 0.533 5.352
19 N -2.603 -0.415 5.359
20 C -1.486 -0.034 4.429
21 H 1.061 4.668 6.840
22 H 2.319 3.261 6.460
23 H 0.442 3.160 5.860
24 H 2.958 4.433 4.358
25 H 1.608 5.694 4.727
26 H 0.891 4.705 2.549
27 H -0.324 4.039 3.829
28 H 2.205 1.321 4.761
29 H 3.376 2.394 3.713
30 H 2.349 0.222 1.756
31 H 4.104 0.567 2.349
32 H 4.169 -0.952 4.158
33 H 2.270 -0.888 4.554
34 H 2.213 -2.169 2.155
35 H 2.454 -2.928 3.691
36 H 0.202 0.386 2.125
37 H -2.704 3.259 2.778
38 H -4.933 2.574 4.563
39 H -4.685 0.248 6.063
40 H -0.559 -0.785 4.382
41 C -3.227 0.688 -0.937
42 O -2.980 -0.686 -1.198
43 C -1.605 -1.038 -1.067
44 C -1.457 -2.457 -0.509
45 O -1.762 -2.574 0.888
46 C -3.143 -2.431 1.255
47 C -4.033 -3.596 0.810
48 O -4.266 -3.542 -0.597
49 C -4.352 -4.828 -1.189
50 H -2.810 1.304 -1.742
51 H -4.308 0.838 -0.895
52 H -2.806 0.986 0.028
53 H -1.078 -0.336 -0.410
54 H -1.158 -0.987 -2.066
55 H -0.402 -2.742 -0.599
56 H -2.018 -3.185 -1.093
57 H -3.537 -1.468 0.930
58 H -3.149 -2.409 2.350
59 H -5.006 -3.526 1.307
60 H -3.556 -4.543 1.096
61 H -3.480 -5.439 -0.926
62 H -4.360 -4.704 -2.276
63 H -5.273 -5.326 -0.877
64 C 1.080 0.584 -3.282
65 O 1.813 -0.288 -4.130
66 C 1.175 -1.548 -4.315
67 C 1.418 -2.079 -5.732
68 O 0.670 -1.397 -6.750
69 C 1.071 -0.050 -7.042
70 C 2.424 0.061 -7.751
71 O 3.492 -0.196 -6.840
72 C 4.585 -0.864 -7.450
73 H 1.111 0.219 -2.250
74 H 1.543 1.572 -3.325
75 H 0.044 0.682 -3.621
76 H 0.096 -1.476 -4.137
77 H 1.606 -2.242 -3.584
78 H 1.067 -3.117 -5.763
79 H 2.477 -2.109 -5.980
80 H 1.023 0.576 -6.151
81 H 0.306 0.336 -7.725
82 H 2.557 1.079 -8.133
83 H 2.446 -0.640 -8.596
84 H 4.249 -1.764 -7.977
85 H 5.279 -1.173 -6.662
86 H 5.100 -0.191 -8.139